12
Properties=species:S:1:pos:R:3:lowdin_charge:R:1 method="wB97M-V/def2-TZVPD" e_above_lowest_ev=2.2191 smiles="O=CC(=O)N1CC1" energy_ev=-9812.096 gap_ev=9.7 fmax_ev_per_a=0.940 total_charge=0 e_homo_ha=-0.3639 lumo_ev=-0.203
O 1.36707 -1.72691 -0.52936 0.10
O 1.45668 1.58460 0.56510 0.07
N -0.29563 -0.42742 0.39109 -0.04
C 1.88436 0.47898 0.34046 -0.13
C -1.04005 0.74386 0.02771 -0.09
C 0.96861 -0.69628 -0.02833 -0.43
C -1.50785 -0.66669 -0.32589 -0.06
H -1.39797 1.25846 0.92382 0.12
H -2.36390 -1.02501 0.23495 0.10
H -0.68014 1.43948 -0.72796 0.11
H -1.34880 -1.20774 -1.26774 0.12
H 2.95763 0.24468 0.39617 0.13